(1)
37
Properties=species:S:1:pos:R:3:nbo_charge:R:1 method="wB97M-V/def2-TZVPD" relative_energy_kcal_mol=0.0 homo_energy_ev=-12.6 spin_multiplicity=1 e_tot_ev=-28662.5716 orbital_gap_ha=0.31331 charge=+1 smiles="CC(=O)OCCCC[N+]1=CCC[C@H]1P(C)O"
C 1.841 -1.982 2.005 -0.74
C 0.940 -2.533 0.930 0.83
O -0.208 -2.804 1.118 -0.57
O 1.518 -2.690 -0.304 -0.54
C 1.308 -1.557 -1.155 -0.06
C 2.473 -0.575 -1.167 -0.45
C 2.110 0.819 -1.736 -0.41
C 0.619 1.158 -1.732 -0.24
N 0.062 1.294 -0.359 -0.24
C 0.585 1.975 0.583 0.28
C -0.265 2.025 1.808 -0.48
C -1.627 1.566 1.248 -0.41
C -1.203 0.612 0.129 -0.38
P -2.379 -0.004 -1.210 1.12
C -3.982 0.289 -0.369 -0.98
O -2.151 -1.615 -1.078 -0.97
H 1.639 -2.512 2.935 0.26
H 1.593 -0.929 2.173 0.22
H 2.896 -2.068 1.758 0.24
H 0.383 -1.087 -0.830 0.16
H 1.122 -1.966 -2.149 0.21
H 3.272 -1.010 -1.768 0.24
H 2.879 -0.473 -0.158 0.21
H 2.444 0.915 -2.770 0.25
H 2.658 1.587 -1.184 0.21
H 0.425 2.095 -2.255 0.25
H 0.028 0.396 -2.235 0.24
H 1.529 2.492 0.453 0.24
H -0.283 3.054 2.168 0.26
H 0.123 1.365 2.590 0.26
H -2.147 2.437 0.845 0.23
H -2.228 1.046 1.988 0.25
H -0.832 -0.296 0.624 0.24
H -4.602 -0.577 -0.611 0.27
H -3.937 0.391 0.714 0.23
H -4.451 1.172 -0.805 0.26
H -2.154 -2.011 -0.194 0.51



(2)
74
Properties=species:S:1:pos:R:3:lowdin_spin:R:1 method="wB97M-V/def2-TZVPD" relative_energy_kcal_mol=0.0 homo_energy_ev="-16.3 / -16.3" spin_multiplicity=5 s_squared=6.377 e_tot_ev=-237927.9346 orbital_gap_ha="0.17268 / 0.25901" charge=+3
Mn -0.260 0.267 1.015 4.23
Se 4.953 0.324 6.595 0.00
N 3.200 0.319 6.624 0.00
C 2.777 0.302 5.386 0.00
C 1.386 0.295 5.000 0.00
C 0.335 0.291 5.925 0.01
C -0.962 0.283 5.462 0.00
C -1.184 0.281 4.090 0.01
N -0.204 0.282 3.193 0.00
C 1.078 0.289 3.634 0.00
C 2.117 0.279 2.622 0.01
N 1.724 0.264 1.318 -0.01
C 2.670 0.249 0.376 0.01
C 4.028 0.247 0.656 0.00
C 4.440 0.259 1.971 0.01
C 3.470 0.276 2.979 0.00
C 3.810 0.294 4.384 0.00
N 5.037 0.305 4.839 0.00
H 0.565 0.290 6.983 0.00
H -1.803 0.281 6.140 0.00
H -2.199 0.274 3.713 0.00
H 2.340 0.229 -0.652 0.00
H 4.739 0.239 -0.159 0.00
H 5.486 0.252 2.252 0.00
F -0.468 6.261 -3.302 0.00
C -0.454 5.008 -2.940 0.00
C -0.432 3.998 -3.895 0.00
F -0.425 4.296 -5.170 0.00
C -0.415 2.672 -3.490 -0.01
F -0.378 1.730 -4.423 0.00
C -0.416 2.306 -2.144 -0.03
P -0.424 0.525 -1.700 -0.17
C -1.888 -0.146 -2.543 -0.03
C -3.144 0.139 -1.995 -0.01
C -4.293 -0.339 -2.596 0.00
C -4.198 -1.111 -3.748 -0.02
C -2.955 -1.372 -4.309 0.00
C -1.796 -0.907 -3.711 -0.02
C 1.024 -0.188 -2.504 -0.03
C 2.082 0.596 -2.978 -0.02
C 3.184 -0.017 -3.548 0.00
C 3.244 -1.404 -3.640 -0.03
C 2.208 -2.188 -3.143 0.00
C 1.109 -1.587 -2.555 -0.02
C -0.443 3.342 -1.212 0.00
Br -0.469 3.013 0.667 0.05
C -0.461 4.672 -1.591 0.00
F -0.487 5.623 -0.676 0.00
H -3.215 0.773 -1.121 0.00
H -5.265 -0.113 -2.177 0.00
H -5.094 -1.501 -4.212 0.00
H -2.884 -1.936 -5.230 0.00
H -0.839 -1.101 -4.172 0.00
H 2.028 1.677 -2.934 0.00
H 3.996 0.588 -3.929 0.00
H 4.100 -1.874 -4.105 0.00
H 2.256 -3.266 -3.227 0.00
H 0.302 -2.194 -2.159 0.00
N -4.422 -0.130 1.352 0.01
C -3.394 0.710 1.300 0.01
N -2.292 -0.002 1.102 -0.01
C -2.735 -1.306 1.045 0.01
N -4.026 -1.401 1.197 0.00
C -1.796 -2.410 0.896 0.00
C -2.194 -3.746 0.861 0.00
N -1.295 -4.712 0.795 0.00
C -0.013 -4.387 0.751 0.00
C 0.391 -3.053 0.748 0.01
N -0.500 -2.070 0.828 0.05
H -5.402 0.080 1.496 0.00
H -3.459 1.781 1.409 0.00
H -3.242 -4.019 0.887 0.00
H 0.708 -5.195 0.717 0.00
H 1.438 -2.781 0.678 0.00



Please write out number 2 again, unchanged.
74
Properties=species:S:1:pos:R:3:lowdin_spin:R:1 method="wB97M-V/def2-TZVPD" relative_energy_kcal_mol=0.0 homo_energy_ev="-16.3 / -16.3" spin_multiplicity=5 s_squared=6.377 e_tot_ev=-237927.9346 orbital_gap_ha="0.17268 / 0.25901" charge=+3
Mn -0.260 0.267 1.015 4.23
Se 4.953 0.324 6.595 0.00
N 3.200 0.319 6.624 0.00
C 2.777 0.302 5.386 0.00
C 1.386 0.295 5.000 0.00
C 0.335 0.291 5.925 0.01
C -0.962 0.283 5.462 0.00
C -1.184 0.281 4.090 0.01
N -0.204 0.282 3.193 0.00
C 1.078 0.289 3.634 0.00
C 2.117 0.279 2.622 0.01
N 1.724 0.264 1.318 -0.01
C 2.670 0.249 0.376 0.01
C 4.028 0.247 0.656 0.00
C 4.440 0.259 1.971 0.01
C 3.470 0.276 2.979 0.00
C 3.810 0.294 4.384 0.00
N 5.037 0.305 4.839 0.00
H 0.565 0.290 6.983 0.00
H -1.803 0.281 6.140 0.00
H -2.199 0.274 3.713 0.00
H 2.340 0.229 -0.652 0.00
H 4.739 0.239 -0.159 0.00
H 5.486 0.252 2.252 0.00
F -0.468 6.261 -3.302 0.00
C -0.454 5.008 -2.940 0.00
C -0.432 3.998 -3.895 0.00
F -0.425 4.296 -5.170 0.00
C -0.415 2.672 -3.490 -0.01
F -0.378 1.730 -4.423 0.00
C -0.416 2.306 -2.144 -0.03
P -0.424 0.525 -1.700 -0.17
C -1.888 -0.146 -2.543 -0.03
C -3.144 0.139 -1.995 -0.01
C -4.293 -0.339 -2.596 0.00
C -4.198 -1.111 -3.748 -0.02
C -2.955 -1.372 -4.309 0.00
C -1.796 -0.907 -3.711 -0.02
C 1.024 -0.188 -2.504 -0.03
C 2.082 0.596 -2.978 -0.02
C 3.184 -0.017 -3.548 0.00
C 3.244 -1.404 -3.640 -0.03
C 2.208 -2.188 -3.143 0.00
C 1.109 -1.587 -2.555 -0.02
C -0.443 3.342 -1.212 0.00
Br -0.469 3.013 0.667 0.05
C -0.461 4.672 -1.591 0.00
F -0.487 5.623 -0.676 0.00
H -3.215 0.773 -1.121 0.00
H -5.265 -0.113 -2.177 0.00
H -5.094 -1.501 -4.212 0.00
H -2.884 -1.936 -5.230 0.00
H -0.839 -1.101 -4.172 0.00
H 2.028 1.677 -2.934 0.00
H 3.996 0.588 -3.929 0.00
H 4.100 -1.874 -4.105 0.00
H 2.256 -3.266 -3.227 0.00
H 0.302 -2.194 -2.159 0.00
N -4.422 -0.130 1.352 0.01
C -3.394 0.710 1.300 0.01
N -2.292 -0.002 1.102 -0.01
C -2.735 -1.306 1.045 0.01
N -4.026 -1.401 1.197 0.00
C -1.796 -2.410 0.896 0.00
C -2.194 -3.746 0.861 0.00
N -1.295 -4.712 0.795 0.00
C -0.013 -4.387 0.751 0.00
C 0.391 -3.053 0.748 0.01
N -0.500 -2.070 0.828 0.05
H -5.402 0.080 1.496 0.00
H -3.459 1.781 1.409 0.00
H -3.242 -4.019 0.887 0.00
H 0.708 -5.195 0.717 0.00
H 1.438 -2.781 0.678 0.00